1.
{"formula": "C2H2ClIO2", "method": "ωB97M-V with the def2-TZVPD basis set", "gap_ev": [7.46, 7.89], "de_lowest_ev": 1.555, "elements": ["C", "C", "O", "O", "Cl", "I", "H", "H"], "coordinates": [[2.1791, 0.2015, -2.5544], [1.0115, 1.1705, 1.1052], [2.4875, -0.5590, -3.3594], [1.8193, 0.8668, -1.6940], [3.9104, -0.6753, -0.3823], [1.8441, -0.6707, 1.0809], [0.1041, 1.3226, 0.5657], [1.0612, 1.6510, 2.1053]], "forces_ev_per_angstrom": [[0.009, -1.095, -0.154], [0.253, -1.158, 2.082], [0.369, -0.228, -0.967], [-0.714, 1.606, 0.570], [0.809, -0.140, -0.057], [-1.105, 1.241, 0.343], [-0.091, -0.025, -0.813], [0.470, -0.202, -1.005]]}


2.
{"formula": "C2H2ClN3O", "method": "ωB97M-V with the def2-TZVPD basis set", "gap_ev": 10.35, "de_lowest_ev": 4.379, "smiles": "O/N=C(\\Cl)N1C=N1", "elements": ["C", "C", "N", "N", "N", "O", "Cl", "H", "H"], "coordinates": [[-1.1305, 0.6671, 1.4466], [0.1407, -0.5499, -0.2317], [-1.0255, -0.3515, 0.4844], [-1.0629, -0.3953, 2.0679], [0.7736, 0.4148, -0.7243], [1.7436, 0.0037, -1.6043], [0.3271, -2.1748, -0.6823], [-1.2965, 1.7569, 1.5321], [1.5304, 0.6291, -2.2884]], "forces_ev_per_angstrom": [[-0.060, 0.861, -0.375], [-0.425, -0.366, 0.347], [-1.373, 0.522, 0.074], [0.468, -0.183, 0.415], [-0.189, 0.420, 0.971], [0.231, -0.042, -0.387], [0.398, -0.731, -0.034], [0.240, -0.886, -0.027], [0.711, 0.407, -0.984]]}


3.
{"formula": "C2H2ClN3S", "method": "ωB97M-V with the def2-TZVPD basis set", "gap_ev": 9.67, "de_lowest_ev": 1.402, "smiles": "Sn1nncc1Cl", "elements": ["C", "C", "H", "H", "N", "N", "N", "S", "Cl"], "coordinates": [[0.6694, 1.2683, 0.0579], [0.8980, -0.0669, 0.1343], [-2.0848, -1.4624, 0.0996], [1.3679, 2.0141, 0.2490], [-0.3204, -0.5429, -0.1123], [-1.2752, 0.4092, -0.1502], [-0.7266, 1.5046, -0.1422], [-0.8116, -2.1580, -0.0174], [2.2833, -0.9659, -0.1187]], "forces_ev_per_angstrom": [[-1.705, 0.911, 0.137], [-0.899, 1.610, -1.528], [1.281, -1.919, -0.145], [0.806, 1.357, -0.115], [-0.633, -1.783, 0.623], [-1.079, -2.926, -0.896], [4.081, 2.735, 1.309], [-2.557, 0.560, 0.173], [0.706, -0.545, 0.441]]}


4.
{"formula": "C2H2ClNO", "method": "ωB97M-V with the def2-TZVPD basis set", "gap_ev": 9.02, "de_lowest_ev": 1.650, "elements": ["C", "C", "N", "O", "Cl", "H", "H"], "coordinates": [[-0.8929, -0.7475, -0.0966], [0.6036, 0.2460, 0.5388], [-0.4271, 0.3777, -0.4888], [-1.4785, -1.7324, 0.1133], [2.1919, -0.1217, -0.0797], [0.5728, 0.9977, 1.3105], [-0.5698, 0.9803, -1.2975]], "forces_ev_per_angstrom": [[2.432, 0.778, 2.077], [-1.869, -1.256, -0.766], [-0.030, 0.354, -0.501], [-0.518, 0.023, -0.687], [0.069, 0.057, -0.007], [0.054, 0.051, -0.004], [-0.138, -0.006, -0.112]]}


5.
{"formula": "C2H2ClNO3", "method": "ωB97M-V with the def2-TZVPD basis set", "s2": 2.014, "gap_ev": [8.08, 6.56], "spin_multiplicity": 3, "elements": ["C", "C", "N", "O", "O", "O", "Cl", "H", "H"], "coordinates": [[-0.4797, -0.7253, -0.0524], [1.1910, -0.0656, 0.6237], [-1.1483, 0.3418, -0.8576], [-0.9981, -1.7518, 0.2375], [-2.3519, 0.4881, -0.6880], [-0.3880, 0.9665, -1.5681], [1.0188, 1.5314, 1.3809], [1.3154, -0.9071, 1.2013], [1.8408, 0.1221, -0.2774]], "forces_ev_per_angstrom": [[0.963, 0.391, 1.238], [-2.269, 2.084, -3.738], [1.080, -1.372, 1.304], [0.843, 0.853, -0.053], [-2.318, -0.095, 0.354], [1.862, 1.694, -1.789], [-0.172, -1.378, -0.094], [0.839, -1.360, 1.720], [-0.829, -0.817, 1.057]]}


6.
{"formula": "C2H2ClO3", "method": "ωB97M-V with the def2-TZVPD basis set", "gap_ev": [6.84, 6.85], "total_charge": -1, "de_lowest_ev": 4.553, "elements": ["C", "C", "O", "O", "O", "Cl", "H", "H"], "coordinates": [[-1.6159, -1.3120, 0.2329], [-0.9125, 0.0872, -0.1149], [-1.5386, -2.0048, 1.1969], [-2.2777, -1.4436, -0.8455], [1.5400, 0.9814, 0.5011], [-1.8987, 1.3992, 0.2553], [-0.6402, 0.0239, -1.1789], [0.9834, 0.4954, 1.1416]], "forces_ev_per_angstrom": [[-0.499, 0.023, -2.288], [-0.267, -1.117, -1.507], [0.559, -0.334, 1.791], [0.794, 0.799, 0.897], [-2.096, -0.869, -0.168], [0.201, 0.654, 0.325], [0.605, 0.601, 0.818], [0.703, 0.243, 0.131]]}


7.
{"formula": "C2H2ClO3P", "method": "ωB97M-V with the def2-TZVPD basis set", "gap_ev": 10.06, "de_lowest_ev": 0.000, "elements": ["C", "C", "O", "O", "O", "P", "Cl", "H", "H"], "coordinates": [[-1.1751, 0.9431, 0.2535], [-0.9085, -0.3385, 0.0419], [1.5395, 1.0419, 0.6657], [-1.2888, 2.0562, 0.4483], [1.2598, -0.0590, -1.6932], [1.1650, -0.0429, -0.2361], [1.6218, -1.8287, 0.5430], [-1.2044, -0.7637, -0.9104], [-1.0093, -1.0084, 0.8873]], "forces_ev_per_angstrom": [[-0.723, 2.396, 0.592], [0.647, -1.577, -0.449], [-0.258, 0.083, 0.402], [-0.037, -0.768, -0.215], [-0.240, -0.130, -0.153], [0.574, 0.185, -0.530], [0.227, -0.551, 0.240], [-0.115, 0.168, -0.074], [-0.074, 0.195, 0.186]]}


8.
{"formula": "C2H2CoF2LiO", "method": "ωB97M-V with the def2-TZVPD basis set", "s2": 6.012, "gap_ev": [8.27, 9.23], "total_charge": 2, "de_lowest_ev": 3.727, "spin_multiplicity": 5, "elements": ["F", "C", "C", "O", "H", "H", "Co", "Li", "F"], "coordinates": [[-0.5429, 1.6654, -0.1494], [-0.8065, 0.2627, 0.3039], [0.0004, -0.7089, -0.4101], [1.3210, -0.7964, 0.0773], [-0.6451, 0.3975, 1.3819], [-0.1221, -0.6038, -1.5055], [2.5981, 0.3043, 0.0625], [-1.4684, -2.1743, 0.0021], [-2.1666, -0.1338, 0.1587]], "forces_ev_per_angstrom": [[-0.777, -3.628, 0.230], [-1.677, 3.363, 1.764], [3.271, 1.152, -0.570], [-4.275, -1.477, -1.068], [0.033, -0.438, -0.279], [0.274, -0.783, 0.229], [2.281, 1.803, 0.005], [-0.998, -0.600, 0.098], [1.868, 0.607, -0.408]]}


9.
{"formula": "C2H2CoO2P", "method": "ωB97M-V with the def2-TZVPD basis set", "s2": 8.761, "gap_ev": [5.40, 8.36], "total_charge": 1, "spin_multiplicity": 6, "elements": ["P", "O", "C", "H", "H", "C", "O", "Co"], "coordinates": [[-1.4187, -0.3397, 1.5056], [-1.3711, 0.7425, 0.3113], [0.8798, 0.5672, -0.1233], [1.6654, 0.5977, 0.6533], [1.2324, 1.2041, -0.9395], [0.3679, -0.7258, -0.4009], [-0.1383, -1.2080, 0.8070], [-1.2174, -0.8380, -1.8135]], "forces_ev_per_angstrom": [[2.559, 2.099, -5.150], [-1.386, -2.063, 3.482], [3.339, -1.273, -1.420], [-1.119, 0.354, 0.652], [-0.898, 0.163, -0.047], [-1.735, 1.666, 1.907], [-0.691, -0.827, 0.993], [-0.068, -0.119, -0.416]]}


10.
{"formula": "C2H2CrF", "method": "ωB97M-V with the def2-TZVPD basis set", "s2": 3.808, "gap_ev": [6.12, 5.44], "spin_multiplicity": 4, "elements": ["F", "C", "C", "H", "H", "Cr"], "coordinates": [[1.6626, -0.4984, 1.6397], [0.2315, -0.5793, 0.3729], [-0.4303, 0.4582, 0.0771], [0.4582, -1.5763, -0.0572], [-0.4755, 1.4369, 0.5528], [-1.4465, 0.7590, -2.5854]], "forces_ev_per_angstrom": [[-2.339, -0.184, -1.755], [2.468, -1.008, 0.247], [-0.923, 0.948, -1.117], [-0.055, 1.004, 0.946], [0.244, -0.447, -0.030], [0.605, -0.313, 1.708]]}


11.
{"formula": "C2H2F2LaLiO", "method": "ωB97M-V with the def2-TZVPD basis set", "gap_ev": [6.13, 6.13], "total_charge": 2, "de_lowest_ev": 0.943, "elements": ["F", "C", "C", "O", "H", "H", "La", "Li", "F"], "coordinates": [[0.2863, -1.8308, -1.1220], [0.2399, 1.3887, -1.5877], [-0.3955, 1.6047, -0.4118], [-0.0991, 0.8967, 0.7081], [1.0701, 0.6981, -1.7619], [-1.0901, 2.4447, -0.2914], [0.1423, -1.4740, 1.1657], [0.6485, 2.4950, 1.5617], [0.5457, 2.5316, -2.2669]], "forces_ev_per_angstrom": [[-0.186, 0.497, 3.991], [2.248, 2.384, 1.633], [0.280, 0.426, -1.708], [0.080, -3.104, 2.042], [-0.858, -0.529, -0.063], [0.181, -0.208, -0.077], [-0.223, 1.271, -4.698], [-0.139, 0.129, -0.355], [-1.384, -0.866, -0.765]]}


12.
{"formula": "C2H2F2LiOSc", "method": "ωB97M-V with the def2-TZVPD basis set", "s2": 0.758, "gap_ev": [7.78, 7.82], "total_charge": 3, "de_lowest_ev": 2.074, "spin_multiplicity": 2, "elements": ["F", "O", "Sc", "Li", "C", "C", "H", "F", "H"], "coordinates": [[-0.8922, -1.4432, 2.7030], [-0.2944, -0.7009, -0.5751], [-0.4930, -2.1742, 1.0138], [-1.1130, 0.0286, 3.6170], [-0.1637, 0.5638, -1.2730], [1.1514, 0.7079, -1.2173], [1.0970, 1.7147, -1.8174], [-1.1153, 1.3251, -0.7843], [1.8232, -0.0218, -1.6668]], "forces_ev_per_angstrom": [[0.557, -0.898, -2.121], [-1.356, -1.353, 1.090], [-0.237, 2.212, -1.666], [-0.344, 0.926, 1.253], [-4.816, -5.164, 8.274], [2.232, 4.743, -6.927], [2.311, -0.088, 1.889], [1.310, -0.208, -2.705], [0.344, -0.170, 0.912]]}


| no. | calculated total energy (Ha) |
| --- | --- |
| 1 | -985.69319 |
| 2 | -776.92733 |
| 3 | -1099.96409 |
| 4 | -667.50454 |
| 5 | -817.80408 |
| 6 | -763.24469 |
| 7 | -1104.71563 |
| 8 | -1741.84624 |
| 9 | -1951.48145 |
| 10 | -1221.40862 |
| 11 | -390.87735 |
| 12 | -1119.31596 |